one) An isolated ion of composition C4H9N4 and charge +1. Source: the Open Molecules 2025 dataset; level of theory: ωB97M-V/def2-TZVPD.

Results
Charge = +1
HOMO (alpha / beta) = -0.4889 / -0.4892 Eh

Each line ends with the natural charge from an NBO analysis.
Positions of all 17 atoms, in Å:
N1 1.84713 1.11520 -0.30064  0.047
N2 -1.13688 0.98528 -1.80621  0.021
N3 1.12181 0.19461 -0.08522  0.004
N4 -1.29358 0.19540 -0.99066  -0.031
C1 -0.02204 -1.93474 0.17979  -0.707
C2 -2.55426 -0.30036 -0.42335  -0.449
C3 2.48760 1.97225 0.75021  -0.434
C4 0.05186 -0.48614 -0.19597  0.261
H1 3.56992 1.74322 0.57108  0.261
H2 -2.67058 0.13239 0.50973  0.237
H3 -0.40607 -2.12637 1.20162  0.275
H4 2.32092 3.00158 0.38415  0.269
H5 -2.48432 -1.36821 -0.25524  0.229
H6 2.24643 1.67379 1.65188  0.209
H7 1.11629 -2.26788 0.30091  0.272
H8 -3.44899 -0.02236 -1.05773  0.273
H9 -0.74523 -2.50767 -0.43436  0.263


two) An isolated ion of composition C4H9N4 and charge +1. Source: the Open Molecules 2025 dataset; level of theory: ωB97M-V/def2-TZVPD.

Results
Charge = +1
HOMO = -0.4821 Eh

Each line ends with the natural charge from an NBO analysis.
Positions of all 17 atoms, in Å:
N1 0.92030 -0.20597 0.53680  -0.409
N2 1.47487 0.00991 -0.75733  -0.553
N3 -0.96105 1.51578 -0.86439  -0.268
N4 -1.47052 0.26589 -0.63358  -0.218
C1 -1.09892 -0.75425 -0.12055  0.572
C2 -1.40877 -2.08880 0.05060  -0.749
C3 -0.20956 1.90822 0.12932  0.099
C4 0.58734 0.99509 1.11630  -0.386
H1 0.81646 0.42364 -1.36569  0.403
H2 1.52522 1.60194 1.41847  0.238
H3 2.37791 0.58145 -0.86709  0.420
H4 -0.75480 -2.68327 0.67041  0.296
H5 0.34580 0.80263 2.19469  0.295
H6 -0.01816 3.01081 0.22751  0.234
H7 -2.34350 -2.00105 0.51932  0.290
H8 1.78722 -0.91187 -1.24735  0.442
H9 -1.56985 -2.47017 -1.00746  0.291


Most stable structure: two)


one) A 3-piece molecular cluster, C3H13NO3 overall. Source: the Open Molecules 2025 dataset; level of theory: ωB97M-V/def2-TZVPD.

Results
SMILES = NCCCO.O.O
HOMO = -0.3399 Eh

Each line ends with the natural charge from an NBO analysis.
Positions of all 20 atoms, in Å:
O1 -0.02123 3.19187 5.64827  -0.929
O2 0.66631 -1.47496 -2.81590  -0.726
O3 2.82448 -3.65077 -0.42386  -0.947
N1 -1.67486 1.14578 0.62120  -0.831
C1 -0.11270 -0.03735 -0.88571  -0.440
C2 -0.30175 -0.58330 -2.32352  -0.042
C3 -1.00360 1.17330 -0.68946  -0.211
H1 3.56191 -3.07652 -0.70946  0.472
H2 -2.33682 1.91455 0.66531  0.353
H3 -0.75858 2.99846 6.22075  0.463
H4 -0.46858 0.22330 -3.03230  0.158
H5 0.45258 2.34989 5.64905  0.466
H6 -1.72932 1.20449 -1.51717  0.158
H7 2.83758 -4.44318 -0.96900  0.476
H8 -0.31196 -0.87860 -0.22898  0.212
H9 -0.43767 2.09937 -0.68530  0.195
H10 -1.26664 -1.11379 -2.30940  0.150
H11 1.36835 -1.65185 -2.17610  0.475
H12 0.92525 0.30557 -0.82851  0.201
H13 -2.21275 0.30373 0.79011  0.349


two) A 4-piece molecular cluster, C3H13NO3 overall. Source: the Open Molecules 2025 dataset; level of theory: ωB97M-V/def2-TZVPD.

Results
SMILES = C=NCC.O.O.O
HOMO = -0.3679 Eh

Each line ends with the natural charge from an NBO analysis.
Positions of all 20 atoms, in Å:
O1 1.96773 1.69749 -1.44498  -0.934
O2 -1.23107 0.86943 2.20466  -0.972
O3 1.83629 1.26924 1.86524  -0.975
N1 -0.17207 -0.61121 0.13512  -0.494
C1 -1.77425 -0.33503 -1.89680  -0.618
C2 0.62136 -1.41077 0.82387  -0.053
C3 -0.45532 -1.14395 -1.38159  -0.232
H1 0.83717 1.35963 2.14346  0.501
H2 1.26842 -2.03803 0.15355  0.168
H3 2.23500 1.59976 -0.57488  0.476
H4 -1.51722 0.35836 -2.69210  0.214
H5 2.24384 1.47608 2.69798  0.467
H6 1.02070 1.66044 -1.31926  0.461
H7 -1.01461 0.43577 1.38786  0.492
H8 0.53944 -0.87463 -1.85611  0.217
H9 -1.58496 0.09946 2.67914  0.463
H10 -2.50592 -1.05848 -2.37731  0.207
H11 -2.25415 0.17245 -1.13307  0.220
H12 -0.70461 -2.12502 -1.40194  0.186
H13 0.64424 -1.40097 1.98715  0.206


Most stable structure: one)


one) A 3-piece molecular cluster, C3H13NO3 overall. Source: the Open Molecules 2025 dataset; level of theory: ωB97M-V/def2-TZVPD.

Results
SMILES = C[C@H](N)CO.O.O
HOMO = -0.3631 Eh

Each line ends with the natural charge from an NBO analysis.
Positions of all 20 atoms, in Å:
O1 0.73363 -3.60388 -0.40179  -0.916
O2 -3.45615 0.03931 -1.52437  -0.946
O3 2.72083 1.06521 -0.22749  -0.712
N1 -0.94066 0.02656 0.24525  -0.846
C1 0.25192 1.82595 1.22047  -0.624
C2 0.26329 0.89730 0.01285  -0.086
C3 1.58941 0.19018 -0.24002  -0.077
H1 -0.60122 2.53744 1.18577  0.219
H2 0.41932 -4.23936 0.24018  0.460
H3 -0.82966 -0.12959 1.24342  0.354
H4 -0.87921 -0.89235 -0.17576  0.361
H5 -0.13724 -3.56809 -0.81498  0.457
H6 2.74472 1.52864 -1.06426  0.462
H7 0.07706 1.52146 -0.85196  0.174
H8 1.06044 2.52660 1.38117  0.234
H9 0.06689 1.27337 2.14260  0.191
H10 -2.72346 0.45542 -1.05871  0.484
H11 1.48429 -0.46098 -1.16738  0.176
H12 1.83357 -0.38986 0.71105  0.180
H13 -3.67777 -0.60334 -0.85604  0.456


two) A 3-piece molecular cluster, C3H13NO3 overall. Source: the Open Molecules 2025 dataset; level of theory: ωB97M-V/def2-TZVPD.

Results
SMILES = CCNCO.O.O
HOMO = -0.3339 Eh

Each line ends with the natural charge from an NBO analysis.
Positions of all 20 atoms, in Å:
O1 -0.97514 -4.63583 -1.05713  -0.944
O2 -0.80638 -0.93753 -0.84752  -0.759
O3 3.38794 1.77857 -3.58885  -0.938
N1 -1.17763 0.79523 0.80379  -0.649
C1 -0.32395 0.31064 1.89290  -0.221
C2 0.21277 1.45731 2.77617  -0.624
C3 -0.87907 0.47497 -0.54149  0.088
H1 -1.15167 -3.68719 -0.99124  0.477
H2 -0.38893 2.34172 2.57349  0.220
H3 2.61348 1.50412 -4.09983  0.469
H4 -1.81164 -5.01268 -1.34620  0.467
H5 0.08373 0.88671 -0.84416  0.155
H6 -0.93970 -0.34764 2.51310  0.188
H7 -2.16320 0.69078 1.01522  0.368
H8 0.48551 -0.29793 1.49923  0.181
H9 1.23239 1.73531 2.46639  0.205
H10 4.01238 2.10277 -4.24717  0.469
H11 -1.68943 0.85977 -1.15785  0.178
H12 0.08872 -1.23239 -0.65212  0.463
H13 0.18982 1.21326 3.83327  0.208


three) A 3-piece molecular cluster, C3H13NO3 overall. Source: the Open Molecules 2025 dataset; level of theory: ωB97M-V/def2-TZVPD.

Results
SMILES = NCCCO.O.O
HOMO = -0.3230 Eh

Each line ends with the natural charge from an NBO analysis.
Positions of all 20 atoms, in Å:
O1 -1.33151 -0.84288 -1.29599  -0.740
O2 1.30604 2.43520 -1.44430  -0.947
O3 -0.31345 -3.59213 -1.28471  -0.951
N1 1.15561 0.93011 2.71764  -0.847
C1 -0.98692 0.29483 -0.55827  -0.089
C2 -0.14145 -0.11925 0.68638  -0.428
C3 0.12290 1.15031 1.71080  -0.225
H1 -0.76914 -2.74377 -1.68509  0.489
H2 -2.31060 -1.00788 -1.18870  0.478
H3 1.71958 3.23913 -1.06078  0.479
H4 -0.85334 1.40452 2.33537  0.185
H5 2.08362 0.74627 2.37372  0.358
H6 -1.86348 0.93530 -0.30690  0.168
H7 -0.55727 -4.21253 -1.99493  0.456
H8 -0.60109 -0.78214 1.41377  0.200
H9 0.85840 0.14127 3.34623  0.357
H10 1.90839 1.69219 -1.21766  0.474
H11 -0.30805 0.89249 -1.14700  0.196
H12 0.98848 -0.53771 0.39897  0.188
H13 0.35938 1.76521 0.87605  0.199


Most stable structure: two)


one) A 2-piece molecular cluster, C4H11N2O2 overall. Source: the Open Molecules 2025 dataset; level of theory: ωB97M-V/def2-TZVPD.

Results
Charge = +1
HOMO (alpha / beta) = -0.4810 / -0.4810 Eh

Each line ends with the natural charge from an NBO analysis.
Positions of all 19 atoms, in Å:
O1 2.08890 -0.23976 -0.39207  -0.272
O2 -1.34779 0.05592 0.27086  -0.440
N1 1.16604 0.46327 -0.94092  0.032
N2 -0.86079 -1.57764 -1.34936  -0.761
C1 2.33467 -0.19407 1.03022  -0.338
C2 0.90986 1.76597 -0.46003  -0.477
C3 -0.71880 -0.46619 -0.65555  0.676
C4 -2.70014 -0.25157 0.65310  -0.285
H1 1.92295 -1.21709 1.29237  0.211
H2 -3.47343 -0.20781 -0.16782  0.227
H3 -2.85003 0.29334 1.55892  0.238
H4 1.74020 2.37611 -0.75703  0.252
H5 3.46933 -0.23584 1.14079  0.239
H6 1.97933 0.62875 1.68421  0.216
H7 -0.17688 -1.63270 -2.10885  0.446
H8 0.79692 1.78202 0.54027  0.192
H9 -2.66511 -1.27141 0.90797  0.193
H10 -0.05184 2.15091 -0.89898  0.236
H11 -1.56340 -2.22222 -1.34808  0.414


two) An isolated ion of composition C4H11N2O2 and charge +1. Source: the Open Molecules 2025 dataset; level of theory: ωB97M-V/def2-TZVPD.

Results
SMILES = CC(C)([NH3+])C(=O)ON
Charge = +1
HOMO = -0.5120 Eh

Each line ends with the natural charge from an NBO analysis.
Positions of all 19 atoms, in Å:
O1 1.51535 -1.65233 -0.03083  -0.612
O2 1.97802 0.55569 -0.02277  -0.330
N1 -0.96962 -1.46700 0.06999  -0.705
N2 3.36847 0.33782 0.10001  -0.487
C1 1.19502 -0.47850 -0.00588  0.771
C2 -0.72854 0.64952 -1.19937  -0.631
C3 -0.62296 0.63888 1.33245  -0.631
C4 -0.31042 -0.11429 0.04813  0.037
H1 -0.32483 0.06656 2.20837  0.233
H2 3.82898 1.02750 -0.48639  0.380
H3 -1.68470 0.86630 1.39307  0.235
H4 -1.49542 -1.63339 0.93380  0.445
H5 -1.79015 0.88294 -1.16600  0.236
H6 -0.18288 1.58730 -1.25445  0.262
H7 -1.57880 -1.62422 -0.73881  0.445
H8 -0.12834 -2.12603 0.02754  0.480
H9 -0.07676 1.57787 1.34886  0.264
H10 3.59240 -0.61494 -0.18717  0.376
H11 -0.51302 0.08208 -2.10240  0.231


Most stable structure: two)